Record 1
41
Properties=species:S:1:pos:R:3:forces:R:3 method="wB97M-V/def2-TZVPD" gap_ev="6.62 / 7.07" multiplicity=3 s_squared=2.3415 lumo_energy_ha="-0.0274 / -0.0308" homo_energy_ev="-7.4 / -7.9"
H -4.8039 1.0474 0.8723 0.22 0.34 -0.49
C -4.3582 1.0482 -0.1441 -1.61 0.64 0.76
S -2.8738 -0.0295 -0.1433 -3.87 2.81 -1.61
H 1.6361 4.5158 1.1976 -0.45 0.41 -0.25
C -0.1551 3.6303 0.4406 -0.11 -0.19 -0.11
H 4.6329 -1.1247 -0.1433 -0.06 -0.15 0.00
H 3.0248 -5.8356 -0.1433 -0.07 0.17 0.00
O -3.1904 -0.5207 -1.5636 1.98 0.72 0.83
H -0.1131 3.7243 -1.7220 0.03 0.03 0.06
C 1.4186 -0.0977 -0.1433 -0.52 0.09 0.02
O -0.6007 -3.0413 -0.1433 2.79 -3.23 0.04
H -0.6290 0.1236 -0.1433 -1.82 -1.29 -0.14
H -1.5609 1.7615 -2.0312 -0.09 -0.18 0.03
Br 0.1517 -6.2515 -0.1433 0.07 0.49 0.00
N 0.7396 -1.2613 -0.1433 2.25 5.64 -0.02
H -1.8654 1.2958 2.2388 -0.01 -0.07 0.02
H -4.1371 2.0788 -0.4872 0.16 -0.59 0.44
C 2.8047 -0.0005 -0.1433 0.63 -1.22 0.01
C 0.7272 4.8217 0.6383 0.36 0.46 0.03
H 0.1799 5.5974 1.2137 0.50 -0.33 -0.27
C 1.4768 -2.3473 -0.1433 1.93 -0.04 0.00
H 1.0389 5.2543 -0.3362 -0.16 -0.22 0.66
C -1.3075 2.0821 -1.0285 -0.06 0.80 0.14
Ni -1.0981 -1.3201 -0.1433 6.28 1.22 -0.06
C -1.8022 1.3918 0.0859 0.39 1.03 -0.73
H -5.1213 0.6650 -0.8571 0.77 -0.23 0.60
O -2.3789 -3.6234 -0.1433 -3.47 2.37 0.06
C 3.5502 -1.1795 -0.1433 -0.22 0.66 0.00
C 3.4410 -3.7173 -0.1433 -0.34 -1.08 0.00
C -1.4777 1.8222 1.3759 -0.07 0.44 0.03
H 0.7900 0.7865 -0.1433 0.60 0.15 -0.01
C -0.4871 3.1979 -0.8520 -0.38 -0.59 0.64
Br 5.3182 -4.0077 -0.1433 -0.17 0.23 0.00
O -2.5130 -2.3485 -0.1433 -5.78 -6.23 0.21
C 0.6203 -3.3881 -0.1433 0.68 -4.18 -0.01
C 2.6063 -4.8347 -0.1433 0.35 1.19 0.00
H -0.4111 3.2648 2.5580 0.02 0.03 -0.03
C -0.6558 2.9385 1.5543 -0.26 -0.45 -0.84
C 1.2123 -4.6640 -0.1433 -0.68 -0.20 0.00
H 3.2871 0.9686 -0.1433 -0.08 -0.08 0.00
C 2.8830 -2.4244 -0.1433 0.29 0.63 0.00

Record 2
49
Properties=species:S:1:pos:R:3:forces:R:3 method="wB97M-V/def2-TZVPD" gap_ev=7.72 relative_energy_kj_mol=554.49 multiplicity=1 lumo_energy_ha=-0.0191 smiles="CC(C)CN(CC(C)C)c1ccc(/C=N/n2cnnc2)cc1[N+](=O)[O-]" homo_energy_ev=-8.2
H -1.6435 -2.9574 1.2840 -0.01 0.03 -0.04
H -3.8119 1.6147 1.2358 -0.02 0.10 -0.10
H 2.1143 0.0508 -2.4912 0.00 -0.05 -0.01
C -2.6936 -0.8601 0.6503 -0.12 0.30 0.19
H 1.4169 -0.5796 1.1856 0.09 0.06 -0.02
H -4.1608 -1.7451 2.8656 -0.11 -0.09 -0.03
H -4.1944 1.2905 2.9233 -0.08 0.06 0.08
O -0.1075 -2.7745 -1.7734 -0.01 0.03 -0.29
H -2.4464 -1.9626 3.2247 0.09 -0.16 0.05
C -4.0346 0.8271 1.9528 0.27 -0.09 0.06
C 0.2000 -2.1627 2.0487 -0.03 -0.20 -0.06
C -3.2365 -1.2265 3.1125 0.20 0.20 -0.08
H -0.3288 -3.0441 0.1418 -0.08 0.04 0.24
N 3.5903 3.3459 -3.6211 0.59 0.92 -0.46
C -0.5983 -0.3110 -0.4388 0.23 0.16 -0.29
H -1.9795 0.3184 2.3161 0.00 -0.02 -0.07
H 1.9965 -2.2155 0.8362 0.10 -0.08 -0.14
N 4.5077 5.1698 -4.4021 -0.38 0.94 0.16
C -0.1494 2.0341 -0.9824 0.41 -0.09 -0.30
H 1.4638 3.7517 -2.1941 0.11 -0.01 -0.08
C -0.9031 1.0720 -0.3685 -0.09 -0.18 0.05
H -0.2509 -1.4596 2.7576 -0.05 -0.02 -0.02
O 1.9427 -2.2060 -2.0699 0.17 -0.11 0.03
C 1.7934 2.7206 -2.3498 0.60 0.67 -0.47
H -0.4231 3.0731 -0.8681 -0.05 0.12 0.03
C 4.7224 3.0453 -4.3336 -0.32 -0.09 0.22
H 5.0784 2.0461 -4.4679 0.02 -0.28 0.01
H -0.5014 -3.9085 3.1359 -0.10 -0.10 0.05
H 2.7499 5.3192 -3.2691 -0.20 0.07 0.12
H -3.0926 -0.2105 -0.1316 0.00 -0.05 0.02
N 0.8027 -1.9624 -1.7237 0.02 -0.86 -0.23
C 1.2794 0.3492 -1.8759 -0.07 0.12 0.05
H 0.8706 -4.2157 2.0707 0.07 -0.14 -0.08
H -3.2705 -1.7886 0.6119 -0.02 0.04 -0.05
C -2.9031 -0.1978 2.0335 -0.21 -0.02 -0.05
C 3.5156 4.7143 -3.7069 -0.22 -0.17 0.16
C 1.5349 -1.5819 1.5903 -0.24 0.10 0.16
N 5.2649 4.1253 -4.7938 0.74 -0.61 -0.42
H -4.9599 0.3419 1.6500 -0.16 -0.03 -0.05
C 0.4957 -0.6370 -1.2906 -0.24 1.24 0.20
H -1.7344 1.3923 0.2345 -0.10 -0.02 0.12
C -0.7914 -2.3998 0.8926 0.42 -0.23 0.37
H -3.3723 -0.7314 4.0714 -0.03 -0.01 0.13
H 1.1108 -3.3657 3.5965 0.08 -0.04 0.09
H 2.2165 -1.5192 2.4358 0.10 0.02 0.07
N 2.8249 2.4098 -3.0315 -0.54 -0.92 0.45
C 0.9889 1.6979 -1.7317 -0.56 -0.66 0.43
C 0.4317 -3.4961 2.7578 -0.10 0.28 -0.03
N -1.3249 -1.1907 0.3001 -0.18 -0.17 -0.18

Record 3
7
Properties=species:S:1:pos:R:3:forces:R:3 method="wB97M-V/def2-TZVPD" gap_ev="5.62 / 5.22" relative_energy_kj_mol=328.61 multiplicity=1 lumo_energy_ha="-0.2008 / -0.2056" homo_energy_ev="-11.1 / -10.8"
N 0.7579 -0.2849 0.2821 1.03 2.31 0.51
N 0.1392 -1.3615 -0.0652 0.88 -2.23 -1.08
C -1.1942 0.3043 -0.0305 1.41 -0.35 0.26
N -1.0886 -1.0213 -0.2512 -1.41 -0.65 0.01
Br 3.4776 0.7237 -0.1245 -2.09 -0.95 0.32
H -2.0899 0.8784 -0.1173 -0.19 0.15 0.05
N -0.0020 0.7613 0.3066 0.37 1.73 -0.08

Record 4
93
Properties=species:S:1:pos:R:3:forces:R:3 method="wB97M-V/def2-TZVPD" gap_ev=5.19 charge=-2 relative_energy_kj_mol=98.26 multiplicity=1 lumo_energy_ha=0.1398 homo_energy_ev=-1.4
H -1.8574 2.1887 -4.9519 0.01 -0.03 -0.01
H -1.2241 4.5554 -5.0838 0.00 0.00 0.01
C 2.0195 -1.5183 -3.1784 0.10 -0.03 -0.10
H 2.9264 -2.9498 -6.6580 0.00 -0.01 0.00
H 4.1719 0.2373 -1.6913 -0.02 0.01 0.01
N -5.0030 -0.9180 -0.5452 0.00 -0.04 -0.03
C -1.8044 -0.7634 -5.1589 0.08 0.04 -0.12
C 1.5099 -1.8112 -5.5201 -0.01 -0.02 -0.04
C -1.6124 -1.4417 4.3185 0.00 0.01 0.00
H -4.7447 -1.8020 -7.4201 0.00 -0.01 0.00
H 0.8581 -1.6391 -6.3702 -0.01 -0.01 0.01
H -6.7168 1.5440 0.5634 0.02 -0.01 0.01
H 3.8134 0.3021 3.2305 -0.05 0.02 0.01
H -1.0006 0.2063 -6.9005 0.00 0.00 0.00
As -0.4027 -0.2494 -3.9407 0.16 -0.28 0.26
N -0.8536 -2.7452 0.5821 0.03 0.04 -0.02
H 4.4249 -3.3363 -4.7261 0.00 0.00 0.00
C 2.6746 -2.5475 -5.6838 -0.01 0.01 -0.01
C 0.1044 1.5439 -4.3457 0.03 -0.05 0.01
O 0.3933 3.6570 0.2976 0.06 0.36 0.06
C -5.6099 -0.8184 0.7819 -0.03 -0.03 0.01
Rb 0.1669 1.1381 -0.5127 0.25 -0.71 0.58
H -5.2997 -1.6847 1.3735 0.00 0.00 0.00
C -0.8319 2.4794 -4.7617 -0.04 0.05 -0.01
C -3.5389 -0.8693 -0.3679 0.00 -0.02 0.01
C -1.8077 -0.3979 -6.5017 0.01 0.00 0.07
C 2.8963 -0.2529 1.3522 -0.55 -0.16 0.33
H -3.4518 -0.4405 2.2113 -0.02 0.01 -0.01
H 0.0420 -2.4317 -1.1528 -0.04 -0.04 0.01
H -2.8742 -0.4922 -8.3608 0.00 0.00 0.00
H -6.7002 -0.8381 0.6753 0.01 0.00 0.00
H 0.9899 -2.0536 0.1064 0.07 -0.06 -0.18
H -3.2334 -1.7447 0.2086 0.00 0.00 0.00
C 5.0718 0.8154 0.1343 0.02 -0.01 -0.06
C -0.3796 -3.3312 5.1604 0.02 0.03 -0.01
C 0.7690 -2.8591 4.5411 -0.09 0.11 -0.03
H -6.4912 0.2509 -1.4405 0.01 0.00 0.00
C 1.7325 3.2797 -4.0476 0.00 -0.02 0.01
C 0.7081 -1.6983 3.7798 0.16 0.23 -0.15
H -3.0665 1.4859 -1.4618 -0.01 -0.02 0.01
C 3.9007 0.3009 2.1517 0.25 0.01 -0.21
H -0.5974 -3.1654 1.4689 -0.01 0.01 -0.04
H -2.8379 -1.7566 -3.5732 0.01 0.01 0.00
H 2.1107 1.2151 -3.6246 0.00 -0.01 -0.01
H -5.3191 2.4680 1.1685 0.01 -0.01 -0.01
H -2.4642 -2.9816 5.5429 0.02 -0.01 0.01
C -2.8630 -0.7801 -7.3167 -0.02 -0.01 0.00
C -5.4025 0.2691 -1.3100 -0.02 -0.02 0.00
C 1.1808 -1.3047 -4.2688 -0.05 0.03 -0.08
C -0.4786 -0.9777 3.6704 -0.04 -0.15 0.10
C -0.8181 3.8509 0.0098 -0.14 0.11 0.04
H -2.5342 -0.8769 4.2532 0.00 -0.03 0.00
C 3.1908 -2.2449 -3.3520 -0.04 0.00 -0.01
O -1.2503 2.7027 -2.0214 -0.24 0.30 -0.20
N 1.9144 -1.2359 3.1592 -0.25 -0.10 -0.23
C 5.0008 0.8574 1.5255 -0.04 -0.01 0.08
H -3.0433 -0.9132 -1.3384 -0.01 0.01 -0.02
C -5.6254 1.5480 0.6669 -0.03 0.02 0.01
C -3.9126 -1.8732 -5.4433 -0.02 0.00 -0.04
C 3.5138 -2.7634 -4.5979 0.04 -0.01 0.03
H 5.7836 1.3339 2.1055 0.00 0.00 0.00
H -1.1081 -1.7801 0.7924 0.04 -0.03 0.08
H 1.0451 5.2665 -4.4553 -0.01 0.00 0.00
N 1.7212 -0.7952 2.0113 0.49 0.10 0.13
C -3.7621 0.4207 1.6109 0.06 -0.02 0.02
O -1.7794 3.9095 0.8142 -0.04 0.00 -0.02
C -3.9144 -1.5157 -6.7857 -0.02 -0.02 0.03
N 0.3368 -2.7614 -0.2379 -0.06 0.08 0.10
H 1.7140 -3.3803 4.6223 0.01 -0.01 -0.01
C 4.0478 0.2355 -0.6050 -0.03 0.03 -0.06
C -3.5528 1.5111 -0.4880 0.11 0.08 0.00
C 0.7981 4.2132 -4.4690 -0.01 0.01 -0.02
H 3.8352 -2.3905 -2.4938 0.01 -0.02 -0.01
H -3.2327 2.4301 0.0087 -0.01 0.00 0.00
C -1.5680 -2.6205 5.0524 -0.08 -0.05 0.04
H -0.3462 -4.2505 5.7328 0.00 0.00 0.00
C -0.4776 3.8149 -4.8356 0.02 0.01 -0.02
C 1.3884 1.9382 -3.9872 0.06 0.03 -0.01
C -2.8554 -1.4999 -4.6262 0.01 0.02 -0.03
C -1.1563 3.8621 -1.5054 -0.14 0.39 -0.13
H 1.8173 -1.1177 -2.1867 -0.09 0.01 0.06
H -4.7400 -2.4333 -5.0264 0.00 -0.01 -0.01
N -3.1071 0.3519 0.3113 0.01 -0.04 -0.07
O -1.3097 4.9438 -2.1069 0.00 -0.01 0.08
H -0.4989 -0.0651 3.0897 0.03 0.01 -0.01
H -4.9274 0.2272 -2.2935 0.00 0.00 0.01
H 5.9236 1.2636 -0.3716 0.01 -0.02 0.00
O -0.8825 -0.6092 -2.4067 -0.17 -0.03 -0.19
H -3.4532 1.3421 2.1099 -0.01 0.00 -0.01
N -5.2325 0.4013 1.4997 -0.01 0.00 0.05
H 2.7145 3.5962 -3.7207 0.00 0.00 0.00
C 2.8646 -0.2967 -0.0464 0.29 -0.10 -0.02
N -5.0163 1.5102 -0.6555 -0.06 0.04 -0.03

no.,F_max (eV/A),electronic energy (Ha)
1,8.50,-8066.6226
2,1.27,-1141.0507
3,2.63,-2831.5291
4,0.95,-4546.1010